Entry 1:
A cluster of 2 separate species, C8H12N2O in total. Source: the OMol25 dataset; level of theory: the ωB97M-V functional and the def2-TZVPD basis.

Calculated total energy in Eh: -496.67996
E_LUMO in eV: 0.700
Net charge: 0
SMILES: CNC(C)=O.c1ccncc1
Frontier orbital gap in eV: 9.50
HOMO level in eV: -8.80

```
23
Properties=species:S:1:pos:R:3:forces:R:3
C -0.3895 -1.4175 -0.2919 -2.5 -0.5 -3.0
N -1.3899 -0.4058 -0.7124 0.5 -0.5 0.0
C -2.3238 0.0929 0.1416 -0.6 0.0 0.1
C -3.2406 1.0925 -0.5350 -1.3 -0.9 -0.6
O -2.4806 -0.2612 1.3063 0.5 0.2 -0.7
H -0.6268 -1.7869 0.6786 -1.1 -0.6 0.1
H -0.3746 -2.2771 -0.9846 0.0 0.4 0.0
H 0.5841 -0.9488 -0.1578 -2.2 -1.1 -2.9
H -1.3814 -0.0081 -1.6640 0.3 -0.6 1.1
H -3.0083 1.1928 -1.6015 0.0 0.3 0.3
H -3.2697 2.0474 -0.0505 0.3 0.5 0.3
H -4.2960 0.7056 -0.4943 1.0 0.2 0.1
C 1.1103 -0.3309 1.0539 2.5 -0.5 2.1
C 2.1381 -1.0635 0.3556 1.9 -0.5 0.8
C 3.1159 -0.4223 -0.4017 -0.6 -2.0 1.3
N 3.1312 0.8886 -0.4905 0.7 1.4 -0.9
C 2.2330 1.5603 0.1718 -0.1 2.2 0.6
C 1.2431 1.0212 1.0013 -0.9 1.4 0.8
H 0.2506 -0.9158 1.4815 2.0 1.8 1.0
H 2.1532 -2.1735 0.3378 -0.3 0.8 0.2
H 3.9346 -1.0192 -0.8607 -0.8 0.6 0.1
H 2.2961 2.6948 0.1420 0.0 -1.5 -0.2
H 0.5909 1.7347 1.5745 0.5 -1.0 -0.7
```
Forces are in eV/Å.


Entry 2:
A cluster of 2 separate species, C8H12N2O2 in total. Source: the OMol25 dataset; level of theory: the ωB97M-V functional and the def2-TZVPD basis.

Calculated total energy in Eh: -571.93265
E_LUMO in eV: 0.977
Net charge: 0
SMILES: CC1OC=CO1.Nn1cccc1
Frontier orbital gap in eV: 9.15
HOMO level in eV: -8.17

```
24
Properties=species:S:1:pos:R:3:forces:R:3
C -2.4952 1.0632 -1.2579 0.1 -0.4 0.0
C -2.2639 -0.2712 -0.5661 0.0 -0.2 -0.6
O -3.4795 -1.0129 -0.5317 -0.6 0.0 -0.5
C -4.0598 -0.6584 0.6666 0.5 -0.1 0.9
C -3.1140 -0.1772 1.4775 0.0 0.0 -0.4
O -1.8975 -0.1449 0.7834 0.0 0.3 0.8
H -3.0850 1.7037 -0.6256 -0.5 0.2 0.2
H -3.0255 0.8439 -2.1940 0.3 0.3 0.1
H -1.5537 1.5818 -1.4123 0.1 -0.1 -0.3
H -1.5083 -0.8518 -1.1130 -0.2 0.0 0.3
H -5.0962 -0.9174 0.8579 0.4 0.1 -0.2
H -3.0957 0.1332 2.5178 -0.1 -0.1 -0.4
N 3.5745 -1.9677 -0.2150 0.5 -0.3 0.4
N 3.0947 -0.6734 -0.0041 0.1 -0.3 0.3
C 3.7881 0.4509 0.3506 0.1 0.4 0.0
C 2.8672 1.4866 0.4308 0.6 -0.3 0.3
C 1.5894 0.9270 0.1537 0.3 0.5 0.1
C 1.7713 -0.4045 -0.0819 -0.7 -0.3 -0.5
H 3.9769 -2.3439 0.6520 -0.2 0.3 -0.5
H 4.2938 -1.9516 -0.9334 -0.1 0.0 0.1
H 4.8616 0.3866 0.5267 -0.4 0.2 -0.1
H 3.0806 2.5129 0.7335 -0.1 -0.4 -0.2
H 0.6836 1.4979 0.1117 -0.3 -0.1 0.1
H 1.0925 -1.2128 -0.3270 0.1 0.3 0.0
```
Forces are in eV/Å.


Entry 3:
A cluster of 2 separate species, C8H12N2O2S2 in total. Source: the OMol25 dataset; level of theory: the ωB97M-V functional and the def2-TZVPD basis.

Calculated total energy in Eh: -1368.18970
E_LUMO (spin up / spin down) in eV: -0.751 / -0.744
Net charge: 0
Frontier orbital gap (spin up / spin down) in eV: 8.14 / 8.16
HOMO level (spin up / spin down) in eV: -8.89 / -8.90

```
26
Properties=species:S:1:pos:R:3:forces:R:3
C 0.1292 0.3541 4.0682 1.3 1.3 1.0
C -0.6242 -0.6524 4.5269 -0.4 -0.3 -3.1
C -0.7407 -0.2386 2.1922 0.2 0.9 -4.4
C 0.2897 1.6853 -1.9147 0.0 -1.7 1.5
C 1.0182 1.0868 -0.6918 -3.8 2.2 2.2
C -0.0036 0.2698 -2.3897 -1.2 1.1 0.6
C 0.1461 -0.1988 -0.9287 0.3 2.8 -0.4
C -1.1601 -0.1893 -0.2585 2.1 -3.0 4.4
N 0.0919 0.5822 2.6842 0.0 0.4 1.3
N -0.6005 -2.7726 0.2249 -1.8 -1.0 -2.8
O -2.9570 -1.8915 0.8812 0.3 0.4 0.9
O -2.2976 -2.1041 -1.4273 0.3 -0.3 -0.2
S -1.4480 -1.3775 3.1598 -0.7 -0.6 1.5
S -1.9082 -1.7873 -0.0745 0.7 -0.6 -2.2
H 0.7519 0.9683 4.7749 -0.6 -0.5 -1.2
H -0.7649 -1.1195 5.4210 -0.1 -0.7 2.5
H -0.5361 2.1777 -1.5248 -1.9 0.9 0.3
H 0.7549 2.2986 -2.5779 1.6 1.9 -1.7
H 1.9966 0.9518 -0.9521 2.7 -0.7 0.0
H 0.8157 1.6660 0.3324 0.9 -1.4 -2.2
H -1.0126 0.1337 -2.7382 -0.1 -0.4 -0.9
H 0.7946 0.0242 -3.0532 0.3 -1.0 -0.5
H 0.7139 -1.0227 -0.7946 1.2 -3.0 0.6
H -1.8217 0.5843 -0.3729 -1.6 1.8 -0.1
H -0.0146 -2.7090 0.9905 1.0 0.3 1.8
H -0.3584 -3.4512 -0.5393 -0.5 1.3 1.2
```
Forces are in eV/Å.


Entry 4:
The molecule C8H12N2O4. Source: the OMol25 dataset; level of theory: the ωB97M-V functional and the def2-TZVPD basis.

Calculated total energy in Eh: -722.38760
E_LUMO in eV: 0.149
Net charge: 0
SMILES: C[C@H]1C[C@](CC=O)(CON=O)C(=O)N1
Frontier orbital gap in eV: 10.33
HOMO level in eV: -10.18

```
26
Properties=species:S:1:pos:R:3:forces:R:3
C -0.7689 -1.0183 -2.3161 -0.1 0.0 -0.1
C -0.2575 -1.6598 -1.0432 0.0 0.6 -0.1
C 0.8757 -0.9165 -0.3176 0.6 -0.4 -0.3
C 0.2249 0.1375 0.5803 -0.8 -0.5 -0.3
C 0.2852 1.5829 0.0720 -0.2 0.0 0.0
C 0.4594 1.7595 -1.4151 -1.4 1.0 -0.8
O -0.3990 2.2894 -2.1134 1.5 -0.8 1.0
C 0.6578 -0.0640 2.0647 0.3 -0.1 -0.2
O 1.3530 1.0305 2.6527 0.3 -0.1 -0.2
N 0.5967 2.1431 2.9806 -0.2 0.1 0.4
O -0.5566 1.9860 2.8616 -0.1 0.1 0.0
C -1.2571 -0.3577 0.5563 -1.0 0.3 0.2
O -2.2091 0.2522 0.9663 0.8 -0.4 -0.1
N -1.3619 -1.6602 -0.0513 0.8 -0.1 -0.2
H -1.4294 -1.7092 -2.8263 -0.2 -0.1 -0.1
H -1.3478 -0.1253 -2.1154 -0.1 0.2 0.1
H 0.0257 -0.7470 -3.0034 0.2 0.0 -0.1
H 0.0907 -2.6552 -1.2826 -0.2 -0.4 0.2
H 1.3719 -1.6911 0.2643 0.0 0.1 0.4
H 1.6696 -0.5641 -0.9675 -0.1 0.3 -0.3
H 1.0888 2.1062 0.5829 0.3 0.1 -0.1
H -0.6460 2.0735 0.3283 -0.2 0.1 0.1
H 1.4153 1.4379 -1.8579 0.0 0.0 -0.1
H -0.1632 -0.4081 2.6829 -0.3 0.3 0.2
H 1.3869 -0.8619 2.0771 0.3 0.0 0.2
H -1.1049 -2.3604 0.6400 -0.5 -0.1 0.3
```
Forces are in eV/Å.


no.,F_max (eV/A)
1,3.95
2,1.08
3,5.69
4,1.98